1.
100
Properties=species:S:1:pos:R:3 method="wB97M-V/def2-TZVPD" gap_ev=8.03 lumo_ev=-1.005 e_tot_ha=-3808.0309 fmax_ev_per_a=1.8
C 6.826 -1.235 -0.482
C 5.300 -1.531 -0.551
C 4.442 -0.257 -0.842
I 4.500 0.297 -2.928
C 3.001 -0.624 -0.428
C 2.371 -1.661 -1.262
C 1.129 -2.093 -0.970
S 0.426 -3.404 -1.983
C 0.389 -1.557 0.140
N -0.810 -1.891 0.576
S -1.089 -0.964 1.886
N 0.293 -0.113 1.949
C 1.048 -0.522 0.937
C 2.380 -0.053 0.644
C 3.056 0.999 1.522
O 2.811 2.338 1.132
O 3.168 2.482 -0.217
H 7.138 -1.332 0.569
H 7.118 -0.276 -0.928
H 7.348 -2.052 -1.008
H 4.964 -1.865 0.447
H 5.014 -2.285 -1.296
H 4.753 0.605 -0.252
H 2.911 -2.077 -2.112
H -0.579 -2.837 -2.694
H 2.696 0.858 2.551
H 4.141 0.799 1.518
H 3.759 3.250 -0.266
C -4.504 -3.141 3.639
C -4.075 -3.108 2.316
C -3.519 -4.237 1.736
C -3.380 -5.402 2.481
C -3.790 -5.428 3.816
C -4.362 -4.298 4.388
C -3.605 -6.651 4.643
O -3.964 -6.676 5.803
C -2.962 -7.840 4.022
C -2.729 -8.973 4.794
C -2.143 -10.091 4.224
C -1.795 -10.087 2.876
C -2.020 -8.959 2.104
C -2.595 -7.830 2.675
C -2.799 -6.614 1.842
O -2.493 -6.609 0.668
H -4.946 -2.259 4.088
H -4.176 -2.198 1.736
H -3.189 -4.210 0.706
H -4.692 -4.321 5.418
H -3.002 -8.979 5.841
H -1.958 -10.970 4.828
H -1.344 -10.964 2.431
H -1.745 -8.956 1.057
C -10.051 2.763 4.634
C -9.858 3.365 5.874
C -8.575 3.584 6.348
C -7.478 3.192 5.590
C -7.672 2.567 4.357
C -8.961 2.364 3.877
C -6.512 2.096 3.553
O -6.679 1.556 2.479
C -5.142 2.295 4.098
C -4.048 1.812 3.390
C -2.767 2.001 3.880
C -2.570 2.682 5.077
C -3.657 3.161 5.791
C -4.946 2.961 5.310
C -6.106 3.450 6.103
O -5.936 4.041 7.149
H -11.054 2.600 4.261
H -10.711 3.664 6.469
H -8.427 4.057 7.310
H -9.113 1.891 2.916
H -4.198 1.285 2.456
H -1.916 1.620 3.328
H -1.567 2.835 5.455
H -3.503 3.686 6.724
C 2.058 4.846 -7.583
C 2.321 3.758 -6.756
C 3.624 3.329 -6.565
C 4.671 3.979 -7.210
C 4.404 5.055 -8.058
C 3.096 5.492 -8.233
C 5.505 5.732 -8.795
O 5.274 6.671 -9.530
C 6.894 5.230 -8.619
C 7.928 5.812 -9.342
C 9.228 5.362 -9.177
C 9.501 4.332 -8.282
C 8.474 3.744 -7.563
C 7.166 4.184 -7.735
C 6.068 3.520 -6.983
O 6.305 2.620 -6.204
H 1.039 5.185 -7.724
H 1.507 3.247 -6.258
H 3.822 2.485 -5.916
H 2.889 6.334 -8.880
H 7.718 6.615 -10.037
H 10.031 5.813 -9.745
H 10.519 3.986 -8.149
H 8.687 2.941 -6.870



2.
70
Properties=species:S:1:pos:R:3 method="wB97M-V/def2-TZVPD" gap_ev="2.62 / 9.18" charge=-1 lumo_ev="2.296 / 2.239" e_tot_ha=-1630.7392 fmax_ev_per_a=7.8 multiplicity=2
C -0.284 4.181 -3.372
C -1.361 3.731 -2.311
O -1.961 4.839 -1.657
H 0.547 4.568 -2.784
H -0.626 5.102 -3.843
H 0.144 3.419 -4.023
H -0.841 3.045 -1.641
H -2.098 3.092 -2.797
H -2.896 4.684 -1.808
C 0.653 3.425 4.332
C -0.606 2.538 4.229
O -0.311 1.270 4.859
H 1.308 3.195 3.492
H 1.194 3.223 5.257
H 0.445 4.484 4.183
H -0.870 2.373 3.184
H -1.426 3.068 4.713
H -0.275 1.602 5.759
C -1.513 -2.444 4.637
O -2.442 -1.866 5.250
N -0.530 -1.711 4.151
N -1.365 -3.725 4.516
H 0.231 -2.231 3.740
H -0.647 -0.715 4.027
H -0.502 -4.094 4.142
H -2.131 -4.383 4.530
C -0.920 -3.654 1.022
O 0.200 -3.823 1.363
N -1.854 -4.485 1.182
N -1.433 -2.525 0.798
H -2.794 -4.229 0.917
H -1.596 -5.369 1.596
H -0.779 -1.757 0.747
H -2.426 -2.376 0.906
C 4.737 -1.644 -0.335
O 5.436 -1.942 -1.273
N 5.125 -1.148 0.774
N 3.427 -1.762 -0.283
H 4.479 -1.046 1.544
H 6.117 -1.310 0.879
H 3.026 -1.506 0.608
H 2.816 -2.065 -1.028
C 1.249 0.184 -5.514
O 2.089 0.423 -6.360
N 1.163 -0.786 -4.619
N 0.136 0.873 -5.451
H 1.981 -1.373 -4.543
H 0.309 -0.863 -4.086
H -0.426 0.677 -4.635
H 0.040 1.756 -5.933
C -2.156 -1.047 -2.518
O -1.296 -0.496 -3.103
N -2.314 -2.334 -2.492
N -3.086 -0.466 -1.819
H -2.907 -2.891 -1.893
H -1.494 -2.808 -2.844
H -3.224 0.524 -1.679
H -3.779 -1.165 -1.594
C 0.870 0.723 1.293
C 0.290 0.770 -0.097
C 1.053 1.481 -1.231
O 0.278 -0.658 -0.368
H 1.739 0.065 1.246
H 0.143 0.378 2.028
H 1.297 1.668 1.629
H -0.703 1.214 -0.027
H 1.171 2.543 -1.018
H 0.496 1.312 -2.153
H 2.059 1.080 -1.350
H -0.380 -0.815 -1.049



3.
22
Properties=species:S:1:pos:R:3 method="wB97M-V/def2-TZVPD" gap_ev=8.51 lumo_ev=0.348 e_tot_ha=-532.8358 smiles="C=C(O)OC.CNC(N)=O" e_above_lowest_kj_mol=415.30 fmax_ev_per_a=4.7
C -1.174 1.883 0.739
C -1.240 0.949 -0.238
O -1.221 1.326 -1.546
O -2.018 -0.236 0.009
C -2.038 -1.219 -0.950
H -1.327 1.608 1.767
H -1.003 2.912 0.480
H -0.535 0.816 -2.012
H -2.419 -2.136 -0.507
H -0.816 -1.415 -1.186
H -2.533 -0.909 -1.874
C 1.895 -1.417 1.474
N 0.933 -0.387 1.122
C 0.779 -0.073 -0.229
N 1.420 1.081 -0.700
O 0.590 -1.005 -1.067
H 1.705 -1.750 2.493
H 2.930 -1.068 1.384
H 1.760 -2.274 0.817
H 1.003 0.441 1.703
H 1.544 1.825 -0.030
H 1.765 1.047 -1.648



4.
11
Properties=species:S:1:pos:R:3 method="wB97M-V/def2-TZVPD" gap_ev=9.40 lumo_ev=0.494 e_tot_ha=-609.0255 smiles="O=C=CP.C=O" e_above_lowest_kj_mol=323.02 fmax_ev_per_a=4.0
O -2.026 2.859 0.518
C -1.404 1.985 0.046
C -0.733 0.995 -0.358
P -1.409 -0.588 0.358
H -0.349 0.862 -1.341
H -0.572 -0.420 1.352
H -2.522 -0.233 1.030
C 2.296 -1.417 -0.331
O 1.262 -1.231 0.199
H 2.604 -2.287 -0.954
H 2.852 -0.526 -0.520



5.
17
Properties=species:S:1:pos:R:3 method="wB97M-V/def2-TZVPD" gap_ev=10.48 lumo_ev=0.450 e_tot_ha=-513.2157 smiles="C#C[C@@H](C)C#N.O=C(O)O" e_above_lowest_kj_mol=255.66 fmax_ev_per_a=4.0
C 2.457 0.922 2.566
C 1.731 0.518 1.691
C 0.875 -0.003 0.617
C 1.134 -1.491 0.351
C -0.558 0.215 0.952
N -1.671 0.371 1.178
H 3.099 1.285 3.351
H 1.080 0.563 -0.285
H 0.931 -2.092 1.236
H 2.190 -1.647 0.065
H 0.490 -1.853 -0.468
O -0.849 1.020 -0.886
C -1.605 0.590 -1.708
O -1.229 -0.105 -2.774
O -2.942 0.766 -1.696
H -2.001 -0.328 -3.291
H -3.131 1.271 -0.899



6.
90
Properties=species:S:1:pos:R:3 method="wB97M-V/def2-TZVPD" gap_ev="2.11 / 3.61" charge=-1 lumo_ev="2.038 / 2.026" e_tot_ha=-2749.9203 fmax_ev_per_a=5.5
C 3.159 4.997 1.686
C 2.580 5.630 0.451
H 3.660 4.058 1.402
H 2.380 4.752 2.421
H 3.908 5.633 2.176
C 3.284 6.497 -0.297
C 4.711 6.843 -0.027
H 2.836 6.982 -1.171
H 5.366 5.975 -0.196
H 4.883 7.187 1.005
H 5.031 7.633 -0.719
Be 1.116 2.565 0.870
Cl -0.648 2.224 1.654
C -2.739 0.000 -0.662
O -1.467 -0.096 -0.892
N -3.562 -0.967 -0.967
C -3.059 -2.264 -1.493
C -5.000 -0.878 -0.693
H -3.066 0.919 -0.149
H -2.259 -2.651 -0.849
H -2.741 -2.142 -2.535
H -3.887 -2.974 -1.459
H -5.214 -0.914 0.389
H -5.480 -1.732 -1.179
H -5.404 0.053 -1.113
H -3.497 -7.677 -0.419
H -1.952 -8.355 2.085
C -2.482 -7.286 -0.589
C -1.233 -7.741 1.515
N -1.892 -6.786 0.638
H -2.540 -6.470 -1.315
C -2.181 -5.540 1.050
O -2.825 -4.719 0.384
H -0.606 -7.195 2.233
H -1.776 -5.312 2.045
H -1.849 -8.097 -0.964
H -0.606 -8.415 0.914
H 2.633 -2.211 2.429
H 4.713 0.734 1.081
C 3.055 -2.061 1.427
C 4.309 -0.077 0.460
N 3.109 -0.627 1.102
H 2.442 -2.624 0.708
C 2.124 0.207 1.361
O 2.211 1.433 1.010
H 4.060 0.323 -0.532
H 1.228 -0.172 1.888
H 4.072 -2.456 1.396
H 5.034 -0.885 0.373
O 1.468 3.639 0.022
C 1.250 5.016 0.022
C 1.413 5.450 -2.489
C 0.653 5.417 -1.317
H 2.484 5.260 -2.441
C 0.814 5.780 -3.712
H 0.519 5.278 0.810
C -0.734 5.583 -1.392
H 1.431 5.853 -4.612
C -0.561 6.026 -3.765
C -1.340 5.915 -2.611
H -1.310 5.474 -0.475
H -1.040 6.280 -4.723
H -2.424 6.073 -2.643
Si -0.314 -0.878 -1.803
Cl -0.472 -2.186 0.762
C 1.112 0.344 -1.981
C -1.012 -0.632 -3.587
C 0.531 -2.563 -1.800
H 0.940 1.343 -1.553
H 1.264 0.513 -3.063
H 2.053 -0.063 -1.593
H 0.726 -2.767 -2.861
H -0.036 -3.408 -1.393
H 1.503 -2.473 -1.291
H -0.225 -0.953 -4.280
H -1.192 0.438 -3.767
H -1.929 -1.161 -3.861
C -1.785 -3.412 3.823
C -1.740 -1.967 3.325
C -0.508 -1.246 3.857
C -1.951 -1.858 1.815
H -2.669 -3.938 3.437
H -0.891 -3.963 3.501
H -1.809 -3.457 4.924
H -2.625 -1.452 3.732
H 0.424 -1.754 3.589
H -0.466 -0.219 3.491
H -0.567 -1.229 4.955
H -2.686 -2.588 1.464
H -2.240 -0.838 1.550